No. 1
27
Properties=species:S:1:pos:R:3:lowdin_charge:R:1 method="wB97M-V/def2-TZVPD" spin_multiplicity=1 homo_energy_ev=-4.273 homo_lumo_gap_ev=7.77 charge=-1 smiles="C#CC1(N(C(=O)[O-])C(C)(C)C)CC1"
O -2.6656 -1.5148 0.0494 0.0033
O -0.8772 -2.7989 -0.1804 -0.0048
N -0.5348 -0.4985 0.1910 0.0417
C 1.7424 -1.5795 0.7796 -0.0472
C 0.8979 -0.5468 -0.0514 -0.5268
C -2.2712 0.9147 1.2087 -0.0749
C -1.1253 0.7945 0.2313 -0.4506
C -1.1461 1.4936 -1.0264 -0.0787
C 1.6271 0.8473 -0.0040 -0.0502
C 1.1535 -1.0991 -1.4905 -0.0736
C -1.4936 -1.7711 -0.0263 -0.7063
C -1.0879 2.0719 -2.0660 0.0943
C -1.0092 1.5924 1.5393 -0.0935
H 1.3872 -1.4254 1.7547 0.0588
H 2.7674 -1.4196 0.7398 0.0463
H 1.9948 -0.8159 -2.0353 0.0322
H 1.4637 -2.5392 0.4946 0.0370
H -0.9241 2.6364 1.5219 0.0795
H 1.6088 1.2609 1.0059 0.0549
H 1.1363 -2.2649 -1.5787 0.1069
H 2.7293 0.5877 -0.1271 0.0808
H -0.4275 1.2272 2.3665 0.0947
H 0.3511 -0.6648 -2.0714 0.0654
H 1.1456 1.5392 -0.8910 0.1177
H -2.4801 0.0587 1.6786 0.0518
H -3.1237 1.6437 1.0475 0.1354
H -0.8388 2.2704 -3.0601 0.0061


No. 2
27
Properties=species:S:1:pos:R:3:lowdin_charge:R:1 method="wB97M-V/def2-TZVPD" spin_multiplicity=1 homo_energy_ev=-12.480 homo_lumo_gap_ev=8.46 charge=+1
O -1.0799 -1.5231 -0.7127 -0.0867
O 2.6770 0.6493 -0.2351 0.0962
N 1.2347 1.0947 1.4955 0.2330
C 1.7021 0.2484 0.5898 -0.3573
C -0.9687 2.5244 -0.0791 -0.0899
C 1.8439 -1.1857 0.3291 -0.0171
C -0.0624 0.4777 -0.9456 -0.0638
C -1.9382 -2.4737 -0.1248 -0.0420
C -0.1038 1.8181 -0.8828 -0.1257
C -1.2116 -0.2525 -0.4166 -0.2777
C -2.0484 1.8005 0.3989 -0.0559
C 2.9016 -0.7287 -0.6578 -0.0419
C -2.1218 0.4448 0.3348 -0.0198
H 0.8833 -1.7401 0.0998 0.1469
H 2.2978 -1.7592 1.1105 0.1370
H 0.5725 -0.1967 -1.5545 0.1450
H 2.8045 -0.9101 -1.6258 0.0928
H 1.0043 2.0850 1.0838 0.1764
H 0.7709 2.3453 -1.3567 0.1524
H -2.9433 2.3653 0.7811 0.1458
H -1.6360 -3.5273 -0.3276 0.1135
H 0.5581 0.7664 2.2052 0.1615
H -1.0377 3.5639 -0.1645 0.1017
H -3.0164 -2.3740 -0.5702 0.1473
H 3.8520 -1.0889 -0.3147 0.1400
H -1.8999 -2.3638 0.8928 0.0616
H -3.0344 -0.0599 0.6472 0.1271


No. 3
29
Properties=species:S:1:pos:R:3:lowdin_spin:R:1 method="wB97M-V/def2-TZVPD" spin_multiplicity=11 homo_energy_ev="-3.370 / -5.059" homo_lumo_gap_ev="6.15 / 7.53" charge=-1
Tb -0.1336 1.1507 0.0299 7.9144
Co 0.5110 -0.8048 -2.4012 1.1723
Cl -0.8508 3.4647 -0.1757 0.0212
F 2.3494 1.0771 6.0921 0.0000
C 0.7400 0.8248 2.2960 0.0122
C 0.6768 -0.2668 3.1294 0.0008
C 1.9505 2.0808 3.9696 -0.0009
C 1.0225 -2.4695 -3.2223 0.7030
C -0.7464 -0.1089 -3.8546 -0.0279
C 1.8429 0.9874 4.8184 0.0001
C -2.1289 0.3224 0.6844 -0.0154
C 2.1034 0.4511 -2.5888 0.0487
C 1.3774 1.9859 2.6823 0.0022
C 1.2175 -0.1851 4.4285 0.0003
H -1.4622 0.6832 -3.5427 -0.0027
H 1.3993 2.8509 2.0241 0.0013
H -2.0435 -0.3141 -0.2072 0.0044
H 1.0721 -1.0018 5.1263 0.0001
H -3.0624 0.8827 0.6545 -0.0021
H 2.1908 0.7056 -3.6637 0.0079
H 0.1766 -1.1856 2.8210 0.0001
H 0.3643 -3.3036 -3.6038 0.0710
H -2.0226 -0.2750 1.5910 0.0001
H 2.1563 1.4082 -2.0311 0.0200
H -1.3182 -0.9833 -4.2119 0.0015
H 2.3845 3.0124 4.3098 0.0000
H 3.0156 -0.1280 -2.3427 0.0055
H -0.1800 0.2800 -4.7186 0.0000
H 2.0715 -2.8739 -3.2044 0.0619


No. 4
28
Properties=species:S:1:pos:R:3:lowdin_charge:R:1 method="wB97M-V/def2-TZVPD" spin_multiplicity=1 homo_energy_ev=-13.017 homo_lumo_gap_ev=8.55 charge=+1
Cl -2.1121 1.5700 1.7704 0.4262
Si -1.1254 1.1406 0.0282 0.5330
N -3.5139 0.7058 -1.4566 -0.0763
C 0.2852 -2.5004 1.4738 -0.0705
C -0.9946 -1.8366 1.3034 -0.2051
C 2.7850 0.5536 1.2072 -0.0467
C -2.1160 1.1123 -1.6075 -0.3861
C 2.8082 0.8959 -1.2037 -0.0717
C 3.5203 0.5944 0.0147 -0.0081
C -1.4247 -1.3505 0.0848 -0.1026
C 1.5216 1.1911 -1.1509 -0.1479
C 0.7339 1.1378 -0.0130 -0.3079
C 1.4044 0.8096 1.1799 -0.1072
H 3.3403 0.2554 2.1090 0.1216
H 1.1046 1.4247 -2.1809 0.1369
H 0.8302 0.8400 2.0533 0.0711
H -1.5109 0.5043 -2.3618 0.1131
H -0.7910 -1.8692 -0.8153 0.1494
H -4.0979 0.6820 -2.3556 0.1253
H -2.4793 -1.0513 -0.1022 0.0557
H -2.1064 2.1945 -1.9111 0.0896
H 0.6885 -2.0136 2.3941 0.1118
H 3.3851 0.9717 -2.1404 0.1279
H -3.9514 1.3399 -0.7702 0.0670
H -0.0511 -3.5023 1.8221 0.1208
H -1.4287 -1.6361 2.2071 0.0842
H 0.7633 -2.4616 0.4818 0.0965
H 4.5329 0.2982 -0.0607 0.0999


No. 5
28
Properties=species:S:1:pos:R:3:lowdin_charge:R:1 method="wB97M-V/def2-TZVPD" spin_multiplicity=1 homo_energy_ev=-12.045 homo_lumo_gap_ev=8.97 charge=+1 smiles=Cc1cccc(N2C[N@@H+](C)CO2)c1
O 1.0002 -1.9043 -0.1179 -0.0390
N 1.0017 -0.9729 0.9062 -0.0258
N -0.8880 -2.2919 1.1396 -0.0489
C 0.0089 1.3368 1.1222 -0.0226
C 1.5376 2.1065 -2.7581 -0.0733
C 0.2037 2.9017 -0.8603 0.0151
C -0.2733 -2.3791 -0.2989 -0.0451
C -0.1532 2.6712 0.5095 -0.0119
C 0.9233 1.8104 -1.5015 -0.3173
C -2.1789 -1.6557 1.0718 0.0333
C 1.1620 0.6645 -0.8408 -0.0018
C 0.1463 -1.5523 1.9501 0.0084
C 0.6315 0.3360 0.4193 -0.2223
H -0.2813 1.2758 2.1328 0.0852
H -0.9540 -1.6781 -0.8336 0.1511
H -2.0076 -0.8911 0.3985 0.0807
H 1.2779 1.1663 -3.4593 0.1391
H -0.4592 3.4529 1.1888 0.0975
H -2.9312 -2.2851 0.6351 0.1293
H -0.9910 -3.2163 1.3274 0.1366
H -2.4352 -1.3650 2.0081 0.0881
H 1.2129 3.0775 -3.3558 0.1310
H 2.5721 2.2567 -2.5997 0.0722
H -0.3026 -3.3563 -0.6694 0.1417
H 0.1916 3.8839 -1.2642 0.0983
H 0.6677 -2.3439 2.5145 0.1657
H 1.6737 -0.1818 -1.2868 0.1318
H -0.3554 -0.8662 2.5224 0.1030


No. 6
28
Properties=species:S:1:pos:R:3:lowdin_charge:R:1 method="wB97M-V/def2-TZVPD" spin_multiplicity=1 homo_energy_ev=-7.751 homo_lumo_gap_ev=8.58 smiles=Cc1cccc(N2CCNCC2)n1
N -0.8936 0.2350 0.0056 -0.1215
N 1.2069 -0.7698 -0.1103 0.0935
N -3.3616 -0.4585 -0.6285 -0.1175
C -1.9474 1.0495 0.5729 -0.1814
C 3.2968 -1.9935 -0.0600 -0.0593
C -1.1477 -1.1432 0.2382 -0.1731
C 3.2248 0.6825 -0.0408 -0.0659
C 1.0754 1.7177 -0.0248 -0.0300
C 2.4337 1.9156 -0.0362 -0.0983
C -2.7360 -1.3175 0.2799 -0.2272
C 2.5917 -0.6110 -0.0043 -0.3259
C -3.1790 0.8918 -0.2890 -0.2380
C 0.4060 0.3801 -0.0379 -0.2692
H -1.5500 2.1598 0.6762 0.1343
H -4.0207 1.0167 0.4175 0.1230
H 2.9942 2.7795 -0.2479 0.0799
H 4.3291 0.8407 0.2842 0.1163
H 2.7863 -2.2794 -1.0630 0.0997
H 0.3780 2.6396 -0.1983 0.1167
H -0.7583 -1.4257 1.2484 0.1333
H -2.8958 1.5247 -1.2601 0.1747
H 4.3992 -1.6819 -0.1590 0.0851
H 2.9973 -2.7030 0.7695 0.0829
H -1.9123 0.7133 1.8088 0.1898
H -2.9413 -0.6800 -1.5854 0.1502
H -2.7987 -2.4375 0.0107 0.1377
H -0.6005 -1.7271 -0.4322 0.0837
H -3.1771 -1.2188 1.2743 0.1066


What did we get for energy above the lowest of the compared OMol25 structures with the same formula, charge and spin? Answer: 0.0 349.1 0.0 1.8 281.6 397.8 kJ/mol, in the order shown.